The following is a quantum chemistry calculation of C45H109AlAsF8N8O13S2 as an isolated structure in a non-equilibrium geometry, from OMol25.

Output
2S+1   1
Relative energy (zero: lowest compared OMol25 entry of this formula, charge and spin)   640.8 kJ/mol
Gap between HOMO and LUMO   0.0301 hartree
Net charge   +1
HOMO energy   -9.976 eV
E_tot   -197790.2024 eV

```
187
Properties=species:S:1:pos:R:3:forces:R:3
Al 6.276 -3.800 -4.266 -0.20 0.19 -0.01
As 7.338 3.689 -6.160 -0.46 0.29 0.49
F 6.220 3.462 -7.609 1.61 0.16 1.86
F 8.836 3.467 -7.108 -1.48 -0.68 0.65
F 8.338 3.885 -4.675 -0.67 -0.43 -1.25
F 5.932 4.158 -5.123 0.94 -0.81 -1.09
F 7.113 1.918 -5.750 0.37 1.92 -0.64
F 7.542 5.392 -6.530 -0.38 -0.57 0.08
N 1.658 -2.620 -1.803 -1.86 -6.07 0.88
S 1.027 -1.328 -1.442 -0.08 10.26 0.34
O 1.019 -0.945 -0.036 -1.46 -0.94 -1.22
O 0.014 -0.843 -2.376 0.48 -0.90 1.67
F 2.249 -0.494 -1.852 1.75 1.40 -1.19
S 0.365 -3.443 -1.060 -0.80 -7.39 2.23
O -0.938 -3.471 -1.645 0.62 1.30 -0.84
O 0.353 -3.542 0.386 0.87 1.06 -1.41
F 0.844 -4.972 -1.397 0.51 1.26 -0.45
C 4.774 10.799 3.087 -0.57 1.45 0.66
C 4.298 9.455 2.600 -0.41 1.02 -0.72
C 4.923 9.336 1.226 0.10 -1.46 -0.92
C 4.803 7.920 0.630 0.28 0.77 -0.54
C 5.321 6.868 1.583 -0.39 0.45 0.28
C 4.736 6.966 3.023 0.70 -0.29 0.71
N 4.843 8.449 3.487 -1.40 -2.02 -1.81
O 4.502 8.716 4.817 0.21 -0.58 -0.55
C 3.367 6.277 3.051 -1.08 0.20 -0.27
C 5.633 6.184 4.009 -0.15 1.28 -0.45
C 2.730 9.510 2.418 0.26 -0.92 0.36
H 5.778 10.784 3.511 -0.13 -0.16 0.27
H 4.026 11.232 3.751 0.40 -0.05 0.62
H 4.827 11.552 2.301 -0.05 -0.31 -0.44
H 4.499 10.049 0.519 -0.28 0.13 0.28
H 5.969 9.627 1.318 0.22 -0.24 -0.03
H 5.384 7.899 -0.291 0.33 -0.09 0.02
H 3.816 7.680 0.233 -0.41 0.18 0.52
H 6.406 6.966 1.606 0.07 -0.23 0.21
H 5.027 5.905 1.164 0.40 -0.20 0.28
H 2.603 6.848 2.523 -0.07 0.00 0.22
H 3.388 5.319 2.531 0.58 0.05 -0.32
H 2.985 5.955 4.019 0.17 0.72 0.35
H 6.579 6.716 3.911 0.43 -0.55 0.44
H 5.214 6.344 5.003 0.23 -0.29 0.08
H 5.717 5.123 3.776 -0.02 0.17 -0.09
H 2.500 10.476 1.967 -0.12 -0.12 0.04
H 2.144 9.337 3.321 0.37 0.54 0.44
H 2.369 8.686 1.802 0.28 0.29 -0.54
H 5.365 9.017 5.109 0.07 0.23 0.87
C -6.601 -11.030 6.219 0.11 0.30 -0.34
C -7.372 -9.691 6.032 -1.10 -0.74 0.45
C -7.295 -8.934 7.408 -0.26 -0.37 0.00
C -6.021 -8.116 7.594 -0.58 -1.85 1.36
C -5.625 -7.389 6.390 0.66 0.82 -1.22
C -5.522 -8.210 4.997 0.26 3.16 2.53
N -6.778 -8.926 4.883 0.33 0.86 1.72
O -6.919 -9.478 3.661 -0.28 -1.21 -0.63
C -5.277 -7.118 3.897 -0.12 -0.89 -0.40
C -4.256 -9.070 5.078 0.33 -1.47 0.46
C -8.888 -10.011 5.746 0.86 1.67 -1.02
H -7.229 -11.763 6.725 0.07 0.25 0.33
H -5.715 -10.761 6.793 0.08 -0.62 -0.01
H -6.330 -11.497 5.273 0.12 0.22 -0.09
H -8.226 -8.442 7.690 -0.03 1.05 -1.02
H -7.411 -9.671 8.202 0.73 -0.68 -0.15
H -5.204 -8.768 7.903 0.06 -0.47 -0.14
H -6.087 -7.477 8.475 -0.31 0.36 -0.18
H -4.640 -7.007 6.660 0.26 0.25 -0.72
H -6.273 -6.515 6.321 -0.12 0.02 -0.68
H -4.400 -6.521 4.146 0.21 -0.45 0.15
H -5.092 -7.668 2.974 0.24 0.26 -0.21
H -6.019 -6.351 3.674 -0.68 -0.43 0.45
H -3.284 -8.615 4.888 -0.45 0.66 -0.69
H -4.060 -9.447 6.082 -0.56 -0.11 0.24
H -4.359 -9.964 4.462 0.11 0.10 -0.27
H -8.984 -10.390 4.729 -0.10 -0.78 0.32
H -9.389 -9.046 5.662 -0.13 0.22 0.22
H -9.424 -10.557 6.522 0.53 -0.33 -0.16
H -7.428 -8.853 3.139 -0.23 0.24 -0.32
C -0.163 8.556 -5.733 0.58 0.56 -0.74
C -1.610 8.153 -5.413 1.20 -2.15 0.61
C -1.849 8.375 -3.900 -0.57 0.79 -0.12
C -2.180 9.846 -3.563 -0.35 -0.25 -0.53
C -3.344 10.407 -4.419 0.53 -1.52 0.62
C -3.078 10.223 -5.950 -0.33 -0.13 1.24
N -2.588 8.828 -6.233 0.17 1.17 0.56
O -2.478 8.561 -7.602 0.44 0.19 1.09
C -4.391 10.368 -6.711 -0.03 0.59 -0.04
C -2.092 11.320 -6.355 0.19 0.05 -1.08
C -1.696 6.590 -5.715 -1.67 0.99 0.40
H -0.005 8.358 -6.794 0.21 0.34 -0.05
H 0.601 7.999 -5.191 -0.46 -0.38 0.18
H 0.025 9.600 -5.481 -0.11 0.07 -0.28
H -2.596 7.641 -3.598 -0.74 0.50 0.08
H -1.042 8.095 -3.222 0.70 -0.14 -0.80
H -1.350 10.531 -3.733 0.50 -0.40 -0.03
H -2.340 9.887 -2.485 -0.49 0.25 -0.05
H -3.466 11.454 -4.140 -0.24 0.02 -0.47
H -4.231 9.843 -4.128 -0.30 0.16 -0.14
H -5.133 9.690 -6.291 -0.06 0.01 -0.18
H -4.736 11.396 -6.602 -0.16 -0.04 0.26
H -4.293 10.247 -7.790 0.12 -0.26 0.06
H -1.168 11.403 -5.783 -0.04 -0.51 -0.13
H -1.917 11.146 -7.417 0.60 0.25 -0.03
H -2.543 12.309 -6.275 -0.42 -0.14 0.07
H -1.002 6.001 -5.116 0.35 0.24 -0.50
H -1.788 6.368 -6.779 0.99 -0.01 0.07
H -2.686 6.299 -5.363 -0.20 -0.11 0.29
H -3.318 8.149 -7.815 -0.36 -0.16 -0.34
C 2.438 -10.161 2.496 0.48 -0.18 1.01
O 1.478 -10.659 1.608 -0.25 0.12 -0.77
H 3.454 -10.526 2.344 0.09 -0.30 -0.45
H 2.519 -9.075 2.450 -0.47 -0.04 -0.14
H 2.178 -10.476 3.506 0.02 0.36 0.30
H 1.217 -11.543 1.878 0.12 0.03 0.02
C -0.678 -12.120 -3.768 0.13 -0.04 -0.27
O -0.071 -10.854 -3.585 -0.09 0.13 -0.12
H -0.695 -12.343 -4.835 0.20 0.10 0.00
H -0.087 -12.886 -3.266 -0.20 -0.24 0.05
H -1.720 -12.139 -3.449 -0.03 -0.02 0.30
H -0.005 -10.694 -2.641 0.02 0.09 0.04
C -6.224 -0.572 -1.721 -1.57 0.82 -0.75
C -6.958 -1.143 -2.922 1.44 -0.68 -1.74
C -6.511 -0.511 -4.244 0.38 1.01 -0.24
O -7.014 0.816 -4.346 0.14 -0.60 0.73
C -6.906 1.364 -5.624 -0.17 0.21 0.03
N -6.542 -2.544 -3.020 -0.47 -0.04 0.21
H -6.534 -1.177 -0.869 0.37 0.41 0.25
H -6.609 0.448 -1.713 0.18 0.19 0.87
H -5.147 -0.493 -1.870 -0.02 -0.44 0.02
H -8.036 -0.993 -2.983 -0.15 -0.36 0.92
H -6.776 -1.108 -5.117 -0.88 -0.18 -0.10
H -5.426 -0.528 -4.344 0.52 0.32 0.44
H -5.868 1.444 -5.947 0.18 -0.10 -0.14
H -7.322 2.370 -5.566 -0.05 -0.06 -0.14
H -7.483 0.756 -6.321 0.02 0.07 -0.37
H -5.532 -2.515 -3.016 0.26 -0.41 0.11
H -6.822 -2.967 -3.893 -0.16 -0.16 -0.10
C 0.104 -2.024 8.433 0.00 -0.62 1.67
C -0.994 -0.936 8.395 2.80 0.85 0.44
C -0.465 0.338 9.136 -0.11 -0.36 0.13
O -0.091 -0.071 10.458 -0.62 0.57 -0.81
C 0.007 0.945 11.452 0.22 -0.57 -0.39
N -1.229 -0.646 7.003 -1.33 0.08 -0.40
H 0.404 -2.270 9.452 -0.35 0.11 0.40
H 1.080 -1.769 8.021 -0.37 0.33 -0.75
H -0.277 -2.975 8.061 0.08 0.09 -0.52
H -1.867 -1.269 8.955 -0.22 -0.06 -0.44
H -1.171 1.168 9.098 -0.86 -0.26 0.59
H 0.347 0.841 8.611 0.83 -0.60 -0.22
H 0.976 1.442 11.402 0.19 0.01 0.07
H -0.087 0.383 12.382 0.02 0.43 0.15
H -0.753 1.722 11.369 -0.32 -0.15 -0.03
H -1.383 -1.523 6.526 -0.22 0.03 -0.26
H -0.479 -0.185 6.508 0.25 0.12 0.38
C 9.525 0.300 1.637 -0.17 -0.79 0.58
C 8.572 -0.868 1.083 0.88 2.72 2.89
C 7.101 -0.656 1.505 -0.60 -1.72 -1.01
O 6.460 -1.908 1.142 -0.47 0.38 -1.46
C 6.235 -2.888 2.122 0.72 1.24 0.56
N 8.801 -0.832 -0.328 -0.35 -0.90 -0.89
H 10.545 0.190 1.268 -0.11 -0.16 -0.62
H 9.745 0.336 2.704 -0.76 -0.07 0.35
H 9.153 1.272 1.315 -0.06 0.02 0.00
H 8.807 -1.789 1.616 0.53 -0.29 -0.70
H 6.598 0.115 0.921 0.11 0.05 -0.16
H 6.842 -0.472 2.548 0.84 0.19 0.27
H 5.378 -2.572 2.716 -0.22 -0.46 0.23
H 7.122 -2.895 2.756 0.05 -0.41 0.49
H 6.116 -3.880 1.687 -0.19 0.26 -0.19
H 8.817 0.143 -0.593 -0.38 0.25 -0.29
H 9.766 -1.094 -0.469 0.14 -0.37 -0.18
C 1.176 -7.420 -8.360 -0.10 0.49 0.25
C 2.202 -6.303 -7.979 -1.11 0.49 -2.55
C 1.571 -4.863 -8.010 1.01 -1.08 -0.94
O 2.565 -3.946 -7.666 0.75 1.05 0.56
C 2.290 -2.572 -7.987 -0.87 -0.70 0.71
N 2.737 -6.629 -6.704 -0.10 0.02 0.90
H 1.657 -8.398 -8.339 0.22 0.04 -0.10
H 0.625 -7.347 -9.298 0.22 0.34 -0.12
H 0.435 -7.455 -7.562 -0.29 0.00 0.05
H 2.976 -6.328 -8.747 0.23 0.28 0.04
H 0.681 -4.790 -7.384 -0.15 0.06 0.19
H 1.342 -4.640 -9.052 -0.72 -0.32 -0.21
H 2.813 -1.954 -7.258 0.39 -0.01 -0.43
H 1.238 -2.348 -7.812 -0.29 -0.09 0.06
H 2.469 -2.310 -9.030 0.50 -0.13 -0.01
H 1.845 -6.888 -6.307 0.17 -0.16 1.62
H 3.203 -7.519 -6.801 0.31 -0.21 0.09
```
Forces are in eV/Å.

Here are the Löwdin charges for atoms 1 to 2, given in e: 0.9805, 0.9033